1.
# C18H48BrN8O7P3

A cluster of 3 separate species, C18H48BrN8O7P3 in total at a distorted geometry (the ωB97M-V functional and the def2-TZVPD basis, the OMol25 dataset).

charge = 0
structure (SMILES) = NCCC[C@@](CON=O)(OC=O)P(O)Br.CN(C)P(=O)(N(C)C)N(C)C.CN(C)P(=O)(N(C)C)N(C)C
2S+1 = 1
lowest unoccupied orbital energy = -0.9 eV
frontier orbital gap = 7.17 eV

Each line ends with the Löwdin charge.
Cartesian coordinates (Å):
N  6.1681  0.9906  1.3162  -0.003
C  6.1885  1.1723  -0.1242  -0.312
C  5.4844  0.0740  -0.9558  -0.226
C  4.7502  0.6107  -2.2000  -0.164
C  3.4158  1.3411  -1.9622  -0.546
C  3.6326  2.7749  -2.5005  -0.177
O  2.6376  3.7303  -2.1286  -0.159
N  3.1704  4.5509  -1.0128  0.017
O  3.5101  5.5805  -1.3924  0.138
O  2.3019  0.8742  -2.7833  -0.036
C  2.1338  -0.4533  -2.9084  -0.389
O  1.4401  -0.9219  -3.7553  0.105
P  2.8812  1.4256  -0.1531  0.643
O  1.5008  2.2518  -0.1677  -0.356
Br  2.2183  -0.6319  0.5057  0.350
H  5.2176  0.9515  1.6616  0.034
H  6.6301  0.1240  1.5558  0.068
H  7.2357  1.1925  -0.4239  0.110
H  5.7848  2.1545  -0.3699  0.085
H  4.8781  -0.5993  -0.3570  0.049
H  6.2839  -0.5448  -1.3672  0.109
H  4.6699  -0.2102  -2.9080  0.119
H  5.4729  1.2985  -2.6420  0.117
H  4.6120  3.1496  -2.2158  0.114
H  3.5518  2.6699  -3.5799  0.148
H  2.6889  -1.0947  -2.2196  0.100
H  1.1349  2.3172  -1.0639  0.065
C  0.0715  5.6303  3.4366  -0.124
N  -0.1669  4.2336  3.7145  -0.335
C  0.9557  3.3619  3.4092  -0.118
P  -1.3979  3.5337  4.6807  0.664
O  -0.7368  3.3809  6.0116  -0.286
N  -2.7425  4.5212  5.1593  -0.301
C  -3.0146  5.8502  4.6486  -0.140
C  -3.1043  4.4496  6.5740  -0.149
N  -2.2109  2.9169  3.3343  -0.326
C  -2.1886  3.4475  1.9894  -0.105
C  -3.2047  1.8728  3.5766  -0.120
H  0.3305  5.7583  2.3777  0.082
H  0.8883  6.0477  4.0397  0.086
H  -0.8107  6.2419  3.6024  0.042
H  0.7397  2.7400  2.5300  0.058
H  1.1813  2.6966  4.2473  0.075
H  1.8623  3.9296  3.2026  0.083
H  -2.2315  6.5724  4.9109  0.073
H  -3.9502  6.2205  5.0715  0.078
H  -3.1679  5.8532  3.5665  0.073
H  -2.4900  5.1048  7.2053  0.084
H  -3.0021  3.4366  6.9515  0.067
H  -4.1522  4.7349  6.6950  0.078
H  -2.1000  4.5326  1.9613  0.066
H  -3.1256  3.1916  1.4934  0.087
H  -1.3702  3.0320  1.3899  0.075
H  -4.2011  2.3004  3.7431  0.080
H  -2.9412  1.2871  4.4581  0.076
H  -3.2577  1.1760  2.7386  0.080
C  -0.1838  -3.8509  -3.4496  -0.124
N  -0.5251  -5.2306  -3.1798  -0.336
C  0.5229  -6.1811  -3.5058  -0.123
P  -1.7939  -5.8386  -2.2015  0.663
O  -1.1281  -6.0552  -0.8809  -0.288
N  -3.0482  -4.7516  -1.6953  -0.301
C  -3.2206  -3.4003  -2.1919  -0.138
C  -3.3941  -4.8062  -0.2760  -0.149
N  -2.6758  -6.3762  -3.5392  -0.329
C  -2.6331  -5.8359  -4.8801  -0.108
C  -3.7467  -7.3388  -3.2884  -0.122
H  0.0708  -3.7332  -4.5094  0.087
H  0.6694  -3.5021  -2.8561  0.077
H  -1.0110  -3.1711  -3.2700  0.045
H  0.2603  -6.7819  -4.3885  0.070
H  0.7117  -6.8686  -2.6765  0.072
H  1.4604  -5.6680  -3.7165  0.081
H  -2.3784  -2.7455  -1.9360  0.073
H  -4.1176  -2.9606  -1.7519  0.078
H  -3.3885  -3.3751  -3.2713  0.074
H  -2.7203  -4.2073  0.3508  0.083
H  -3.3678  -5.8273  0.0926  0.067
H  -4.4140  -4.4393  -0.1371  0.077
H  -2.4577  -4.7615  -4.9005  0.066
H  -3.5957  -6.0108  -5.3619  0.087
H  -1.8617  -6.3092  -5.4978  0.078
H  -4.7024  -6.8336  -3.1016  0.080
H  -3.5173  -7.9520  -2.4160  0.076
H  -3.8699  -8.0210  -4.1310  0.079


2.
# C18H48CdN4O7

A structure of composition C18H48CdN4O7 at a distorted geometry (the ωB97M-V functional and the def2-TZVPD basis, the OMol25 dataset).

charge = 0
2S+1 = 1
lowest unoccupied orbital energy = 0.7 eV
relative energy (zero: lowest compared OMol25 entry of this formula, charge and spin) = 258.36 kJ/mol
frontier orbital gap = 8.61 eV

Each line ends with the Löwdin charge.
Cartesian coordinates (Å):
Cd  10.9777  -6.5416  18.6172  1.324
C  9.4591  -6.6051  22.2448  0.004
C  10.5064  -6.6245  21.0980  -0.749
O  10.7014  -7.6071  20.4039  -0.126
O  10.8278  -5.5672  20.5240  -0.133
H  8.6758  -5.8604  22.1034  0.072
H  10.0447  -6.3315  23.1225  0.071
H  8.8603  -7.5076  22.3670  0.070
O  11.1389  -7.7654  17.1636  -0.484
H  10.5983  -8.4952  16.8035  -0.037
C  9.8521  -11.0792  18.4716  -0.071
C  11.3364  -11.3043  18.3476  -0.451
C  11.8626  -11.7998  17.0278  -0.183
O  13.2792  -12.1219  17.1448  -0.163
C  13.7467  -12.7375  15.9780  -0.137
N  11.9936  -10.0701  18.8057  0.047
H  9.3339  -12.0355  18.5434  0.077
H  9.4818  -10.3408  17.7605  0.067
H  9.5458  -10.7238  19.4555  0.076
H  11.6137  -12.0216  19.1201  0.136
H  11.6847  -10.9567  16.3603  0.119
H  11.1601  -12.5795  16.7334  0.127
H  13.1644  -13.6290  15.7452  0.076
H  14.7802  -13.0834  15.9932  0.088
H  13.4827  -12.0816  15.1485  0.081
H  11.7921  -9.3112  18.1704  -0.002
H  11.4859  -9.9298  19.6675  0.043
C  15.5397  -6.4063  19.4968  -0.054
C  14.2477  -5.6962  19.1010  -0.424
C  14.3301  -4.7836  17.9030  -0.172
O  13.4331  -3.6806  17.9262  -0.240
C  13.8270  -2.4982  18.6201  -0.064
N  13.2001  -6.7120  19.0180  -0.001
H  15.3899  -7.0868  20.3350  0.086
H  16.2326  -5.6364  19.8362  0.077
H  16.0213  -6.8742  18.6381  0.086
H  14.0335  -5.0677  19.9654  0.139
H  14.1782  -5.3997  17.0167  0.135
H  15.3602  -4.4282  17.8776  0.123
H  12.9682  -1.8411  18.7567  0.093
H  14.6045  -2.0711  17.9867  0.091
H  14.2311  -2.6866  19.6148  0.086
H  13.4752  -7.4445  18.3793  0.082
H  13.3059  -7.0997  19.9446  0.078
C  9.6993  -3.2901  16.1912  -0.049
C  9.6738  -4.2262  17.3918  -0.383
C  8.6423  -5.4023  17.2708  -0.113
O  8.8845  -6.3870  18.3385  -0.319
C  8.0105  -7.5066  18.2426  -0.083
N  11.0158  -4.7944  17.4650  -0.032
H  10.2162  -2.3666  16.4525  0.085
H  8.6412  -3.0677  16.0531  0.080
H  10.1487  -3.6829  15.2792  0.079
H  9.5121  -3.6241  18.2859  0.144
H  8.8119  -5.8961  16.3140  0.113
H  7.6447  -4.9838  17.4039  0.130
H  8.0378  -7.8524  17.2092  0.077
H  6.9626  -7.3453  18.4952  0.093
H  8.4420  -8.2760  18.8829  0.081
H  11.2551  -4.7967  16.4837  0.051
H  11.7000  -4.0924  17.7081  0.058
C  11.0428  -6.2776  12.4604  -0.054
C  10.4945  -6.7412  13.8104  -0.460
C  10.2366  -8.2980  13.7585  -0.152
O  9.1628  -8.6569  12.8665  -0.199
C  7.8852  -8.1571  13.1464  -0.117
N  11.4149  -6.3832  14.8111  0.031
H  11.3881  -5.2441  12.4299  0.072
H  10.2672  -6.3365  11.6967  0.075
H  11.9125  -6.8706  12.1774  0.080
H  9.5031  -6.3403  14.0215  0.108
H  10.0067  -8.7187  14.7374  0.099
H  11.1741  -8.7497  13.4341  0.123
H  7.6544  -8.3434  14.1953  0.081
H  7.1712  -8.6812  12.5112  0.091
H  7.8757  -7.0878  12.9349  0.078
H  11.2634  -6.8313  15.7034  -0.011
H  12.3120  -6.8039  14.6154  0.084


Q: Which of these has the lowest lowest unoccupied orbital energy?
A: C18H48BrN8O7P3